Entry 1:
ORCA calculation (ωB97M-V/def2-TZVPD) on C2H12N3ORe as an isolated structure.

Its HOMO-LUMO gap (alpha / beta) is 0.2936 / 0.2599 Eh. The energy above the lowest of the compared OMol25 structures with the same formula, charge and spin comes out at 0.0 kcal per mole. The total energy is -400.8386 Ha. The calculation puts the largest force on an atom at 0.0627 Eh/bohr. Its expectation value of S² is 3.77. The charge is +1. The spin multiplicity is 4. The HOMO energy (alpha / beta) is -11.44 / -10.22 eV.

Positions of all 19 atoms, in Å:
C: -2.14 -0.65 -2.57
Re: 1.33 -0.01 0.90
N: 1.82 0.76 -0.89
H: 0.86 -1.60 0.64
H: -2.60 0.24 -2.20
H: -2.77 -1.54 -2.55
H: -1.31 -0.85 -1.87
H: -1.77 -0.52 -3.58
H: 2.78 0.62 -1.17
H: 1.62 1.75 -1.04
H: 1.29 0.25 -1.59
N: -0.03 -0.98 4.15
C: 0.21 0.26 3.69
N: 0.12 1.34 4.51
O: 0.44 0.43 2.47
H: -0.10 -1.16 5.14
H: -0.10 -1.78 3.54
H: 0.28 2.20 3.99
H: 0.09 1.23 5.52

=====

Entry 2:
ORCA calculation (ωB97M-V/def2-TZVPD) on a 2-piece molecular cluster, C2H12N4 overall.

Its HOMO-LUMO gap is 0.3655 Eh. The energy above the lowest of the compared OMol25 structures with the same formula, charge and spin comes out at 13.6 kcal per mole. The total energy is -302.3799 Ha. The calculation puts the largest force on an atom at 0.0435 Eh/bohr. The spin multiplicity is 1. As for the SMILES: NCN.NCN. The HOMO energy is -8.85 eV.

Positions of all 18 atoms, in Å:
N: -1.74 -0.14 0.76
C: -1.98 0.80 1.87
N: -3.34 1.44 1.77
H: -2.47 -0.80 0.64
H: -1.56 0.38 -0.08
H: -1.74 0.12 2.70
H: -1.24 1.59 1.82
H: -3.23 2.27 2.36
H: -3.90 0.84 2.37
N: 1.15 -0.41 -1.74
C: 2.25 -1.25 -1.28
N: 3.58 -0.73 -1.44
H: 0.74 -0.63 -2.64
H: 1.52 0.53 -1.88
H: 2.15 -1.37 -0.19
H: 2.11 -2.23 -1.73
H: 3.83 0.11 -0.93
H: 3.88 -0.51 -2.38

=====

Entry 3:
ORCA calculation (ωB97M-V/def2-TZVPD) on a 2-piece molecular cluster, C2H12N4 overall.

Its HOMO-LUMO gap is 0.3507 Eh. The energy above the lowest of the compared OMol25 structures with the same formula, charge and spin comes out at 10.1 kcal per mole. The total energy is -302.3855 Ha. The calculation puts the largest force on an atom at 0.0322 Eh/bohr. The spin multiplicity is 1. As for the SMILES: NCN.NCN. The HOMO energy is -8.83 eV.

Positions of all 18 atoms, in Å:
N: 1.84 2.12 -0.34
C: 2.87 1.25 0.19
N: 2.52 -0.09 0.59
H: 1.09 1.73 -0.89
H: 1.41 2.64 0.43
H: 3.66 1.13 -0.57
H: 3.36 1.77 1.01
H: 2.58 -0.86 -0.06
H: 1.66 -0.28 1.09
N: -2.27 -1.05 1.09
C: -2.74 -0.62 -0.20
N: -2.23 -1.33 -1.37
H: -2.52 -1.98 1.39
H: -1.32 -0.76 1.28
H: -3.81 -0.82 -0.18
H: -2.48 0.42 -0.35
H: -2.19 -2.34 -1.28
H: -1.44 -0.94 -1.84

=====

Entry 4:
ORCA calculation (ωB97M-V/def2-TZVPD) on a 2-piece molecular cluster, C2H12N4 overall.

Its HOMO-LUMO gap is 0.3470 Eh. The energy above the lowest of the compared OMol25 structures with the same formula, charge and spin comes out at 10.1 kcal per mole. The total energy is -302.3855 Ha. The calculation puts the largest force on an atom at 0.0203 Eh/bohr. The spin multiplicity is 1. As for the SMILES: NCN.NCN. The HOMO energy is -8.55 eV.

Positions of all 18 atoms, in Å:
N: -1.78 0.05 2.79
C: -0.90 1.18 2.45
N: -1.34 1.96 1.32
H: -2.69 0.40 3.07
H: -1.91 -0.52 1.97
H: -0.81 1.78 3.36
H: 0.03 0.71 2.19
H: -2.18 2.48 1.47
H: -0.68 2.18 0.60
N: 2.57 -1.14 -2.37
C: 1.24 -1.67 -2.23
N: 0.22 -0.74 -1.88
H: 2.64 -0.19 -2.69
H: 3.26 -1.32 -1.66
H: 0.96 -2.19 -3.14
H: 1.27 -2.48 -1.51
H: -0.37 -0.39 -2.61
H: 0.46 -0.09 -1.14

=====

Entry 5:
ORCA calculation (ωB97M-V/def2-TZVPD) on a 2-piece molecular cluster, C2H12N4O2P2S overall.

Its HOMO-LUMO gap (alpha / beta) is 0.2228 / 0.2228 Eh. The total energy is -1533.8079 Ha. The calculation puts the largest force on an atom at 0.0838 Eh/bohr. The spin multiplicity is 1. The HOMO energy (alpha / beta) is -7.48 / -7.48 eV.

Positions of all 23 atoms, in Å:
C: 0.34 -1.48 -2.68
C: -0.49 -2.02 -1.55
N: -1.04 1.92 0.31
N: 0.65 1.17 2.22
N: -1.32 -0.82 1.34
N: 1.33 1.15 -0.56
O: 1.07 -1.64 1.91
O: 0.19 -1.96 -0.34
P: 0.64 1.94 0.66
P: 0.22 -1.06 0.88
S: 1.59 3.71 1.02
H: -0.03 -1.92 -3.54
H: 0.18 -0.44 -2.80
H: 1.35 -1.66 -2.22
H: -0.69 -3.00 -1.69
H: -1.50 -1.58 -1.40
H: -1.07 2.42 -0.57
H: -1.54 2.49 1.00
H: -0.04 1.61 2.96
H: 1.51 0.99 2.70
H: -1.66 -0.27 2.11
H: -1.95 -0.55 0.63
H: 2.27 0.98 -0.38

=====

Entry 6:
ORCA calculation (ωB97M-V/def2-TZVPD) on a 4-piece molecular cluster, C2H12N4O4 overall.

Its HOMO-LUMO gap is 0.3159 Eh. The energy above the lowest of the compared OMol25 structures with the same formula, charge and spin comes out at 45.4 kcal per mole. The total energy is -603.4025 Ha. The calculation puts the largest force on an atom at 0.1797 Eh/bohr. The spin multiplicity is 1. As for the SMILES: NC(N)=O.NC(N)=O.O.O. The HOMO energy is -8.45 eV.

Positions of all 22 atoms, in Å:
O: -0.44 -0.51 -0.37
H: -0.38 0.43 -0.57
H: -0.74 -0.91 -1.19
O: 2.06 -0.76 0.69
H: 2.69 -0.18 0.28
H: 1.23 -0.56 0.26
C: -0.93 -2.22 2.48
O: 0.22 -2.46 2.17
N: -1.68 -1.49 1.81
N: -1.47 -2.66 3.53
H: -1.45 -1.11 0.91
H: -2.60 -1.22 2.14
H: -0.89 -2.82 4.34
H: -2.46 -2.47 3.57
C: 0.96 2.17 -2.02
O: 1.21 1.76 -0.92
N: -0.16 2.79 -2.33
N: 1.82 2.17 -3.02
H: -0.91 2.82 -1.66
H: -0.31 2.92 -3.32
H: 2.74 1.77 -2.87
H: 1.50 2.53 -3.91

=====

Entry 7:
ORCA calculation (ωB97M-V/def2-TZVPD) on a 3-piece molecular cluster, C2H12NO2 overall.

Its HOMO-LUMO gap is 0.4603 Eh. The energy above the lowest of the compared OMol25 structures with the same formula, charge and spin comes out at 24.9 kcal per mole. The total energy is -288.3744 Ha. The calculation puts the largest force on an atom at 0.0760 Eh/bohr. The charge is +1. The spin multiplicity is 1. The HOMO energy is -15.57 eV.

Positions of all 17 atoms, in Å:
C: -1.63 -0.85 0.22
N: -0.20 -0.95 0.61
C: 0.54 -1.68 -0.47
H: -2.12 -0.29 1.01
H: -1.72 -0.30 -0.69
H: -2.16 -1.80 0.13
H: -0.05 -1.41 1.51
H: 0.14 0.03 0.73
H: 0.04 -2.10 -1.32
H: 1.22 -2.47 -0.08
H: 1.40 -1.08 -0.80
H: 1.36 1.92 -2.33
H: -0.07 1.51 -2.27
O: 0.79 1.30 -1.85
H: 0.67 2.26 0.93
H: -0.19 2.26 2.04
O: 0.40 1.62 1.62

=====

Entry 8:
ORCA calculation (ωB97M-V/def2-TZVPD) on a 3-piece molecular cluster, C2H12NO2S overall.

Its HOMO-LUMO gap (alpha / beta) is 0.1382 / 0.3642 Eh. The energy above the lowest of the compared OMol25 structures with the same formula, charge and spin comes out at 4.1 kcal per mole. The total energy is -686.6868 Ha. The calculation puts the largest force on an atom at 0.0292 Eh/bohr. Its expectation value of S² is 0.75. The spin multiplicity is 2. The HOMO energy (alpha / beta) is -3.20 / -9.57 eV.

Positions of all 18 atoms, in Å:
C: 0.15 -0.23 0.24
C: -0.86 0.77 0.73
S: -2.55 0.49 0.06
N: 0.41 -0.13 -1.25
H: 1.11 -0.26 0.74
H: -0.17 -1.27 0.39
H: -0.98 0.66 1.80
H: -0.52 1.78 0.52
H: -3.06 0.10 1.23
H: 1.41 -0.42 -1.46
H: -0.27 -0.74 -1.74
H: 0.29 0.83 -1.59
H: 0.05 3.31 -1.97
H: 1.36 2.90 -1.31
O: 0.75 2.64 -2.03
H: 0.87 -3.55 1.11
H: 0.91 -3.78 2.60
O: 1.11 -3.10 1.94

=====

Entry 9:
ORCA calculation (ωB97M-V/def2-TZVPD) on a 3-piece molecular cluster, C2H12NO2S overall.

Its HOMO-LUMO gap is 0.3598 Eh. The energy above the lowest of the compared OMol25 structures with the same formula, charge and spin comes out at 29.1 kcal per mole. The total energy is -686.5495 Ha. The calculation puts the largest force on an atom at 0.0786 Eh/bohr. The charge is +1. The spin multiplicity is 1. The HOMO energy is -12.90 eV.

Positions of all 18 atoms, in Å:
C: -0.16 0.08 -0.12
C: 0.52 -0.83 -1.10
S: 2.21 -1.40 -0.64
N: -0.58 -0.58 1.22
H: -0.85 0.79 -0.60
H: 0.52 0.94 0.13
H: 0.60 -0.48 -2.08
H: -0.17 -1.73 -1.32
H: 2.88 -0.66 -1.54
H: -1.22 0.00 1.74
H: 0.31 -0.75 1.72
H: -1.03 -1.47 1.01
H: 2.13 0.98 2.63
H: 1.86 -0.24 3.49
O: 1.47 0.28 2.78
H: -2.41 2.03 -2.86
H: -3.48 1.48 -2.33
O: -2.60 1.54 -2.12

=====

Entry 10:
ORCA calculation (ωB97M-V/def2-TZVPD) on a 4-piece molecular cluster, C2H12NO3 overall.

Its HOMO-LUMO gap (alpha / beta) is 0.1210 / 0.2915 Eh. The energy above the lowest of the compared OMol25 structures with the same formula, charge and spin comes out at 53.0 kcal per mole. The total energy is -363.7085 Ha. The calculation puts the largest force on an atom at 0.0270 Eh/bohr. Its expectation value of S² is 0.75. The spin multiplicity is 2. The HOMO energy (alpha / beta) is -2.93 / -7.77 eV.

Positions of all 18 atoms, in Å:
C: -1.30 1.80 -0.39
C: -1.30 2.04 -1.74
N: -0.28 0.94 0.25
H: -2.16 2.00 0.24
H: -2.10 2.46 -2.33
H: -0.35 2.01 -2.28
H: 0.03 0.22 -0.43
H: -0.64 0.49 1.10
H: 0.54 1.48 0.49
H: 0.52 0.16 3.33
H: -0.20 -1.16 3.02
O: 0.06 -0.31 2.62
H: 3.28 -2.93 0.72
H: 3.99 -1.67 0.54
O: 3.08 -1.99 0.56
H: -1.73 -2.11 -2.15
H: -0.30 -1.94 -1.83
O: -1.12 -1.49 -1.71

=====

- What is the formula in the fifth record?
  C2H12N4O2P2S